(1)
Entry from OMol25: a structure of composition C31H50P2V in a non-equilibrium geometry (ωB97M-V with the def2-TZVPD basis set).

Last column: Löwdin charge in e.
Geometry (Å):
V -0.077 0.455 -3.565  0.543
C -0.809 -1.613 -0.166  -0.194
C 0.578 -1.648 -0.621  -0.259
C 0.409 -0.220 1.188  -0.218
C -0.895 -0.717 0.905  -0.215
C 1.314 -0.796 0.272  -0.250
C -1.900 -2.527 -0.519  -0.051
H -1.609 -3.248 -1.275  0.061
H -2.825 -2.011 -0.814  0.075
H -2.149 -3.110 0.373  0.110
C -2.048 -0.642 1.821  -0.031
H -3.003 -0.803 1.300  0.085
H -2.059 0.302 2.357  0.061
H -1.942 -1.453 2.554  0.106
C 0.776 0.480 2.426  -0.025
H 0.996 -0.266 3.210  0.105
H -0.064 1.096 2.769  0.072
H 1.671 1.088 2.283  0.071
C 2.783 -0.835 0.456  -0.040
H 3.004 -1.412 1.374  0.114
H 3.210 0.166 0.626  0.069
H 3.293 -1.339 -0.373  0.081
C 1.162 -2.877 -1.150  -0.076
H 1.524 -3.408 -0.258  0.106
H 2.015 -2.756 -1.815  0.079
H 0.441 -3.517 -1.645  0.071
C -1.864 1.157 -5.219  -0.193
C -2.074 -0.288 -5.165  -0.411
C -1.243 -1.192 -6.140  -0.160
C 0.292 -1.011 -6.127  -0.180
C 0.874 -0.395 -4.894  -0.323
C 1.034 1.113 -4.894  -0.321
C 0.456 1.951 -6.004  -0.173
C -1.050 1.782 -6.282  -0.180
H -1.617 -0.993 -7.163  0.128
H 0.601 -0.446 -7.016  0.115
H -1.464 -2.248 -5.939  0.100
H -1.208 1.262 -7.241  0.123
H -2.792 1.733 -5.029  0.131
H -3.098 -0.692 -5.294  0.127
H -1.473 2.792 -6.453  0.129
H 0.651 3.020 -5.779  0.128
H 1.951 1.566 -4.494  0.102
H 0.996 1.759 -6.930  0.116
H 0.777 -1.992 -6.209  0.122
H 1.614 -1.002 -4.352  0.107
P -2.083 -0.325 -3.295  0.932
P 1.743 1.658 -1.447  0.928
C -0.519 2.194 -2.901  -0.333
C 0.691 2.919 -2.320  -0.383
H -1.529 2.637 -2.889  0.075
H -0.269 1.933 -4.008  0.003
H 1.250 3.462 -3.101  0.095
H 0.311 3.671 -1.605  0.081
C 2.630 2.828 -0.359  -0.246
H 2.741 2.357 0.626  0.023
H 2.054 3.753 -0.264  0.035
H 3.609 3.031 -0.807  0.052
C 3.092 0.989 -2.473  -0.267
H 3.595 1.781 -3.011  0.052
H 2.775 0.230 -3.183  0.012
H 3.809 0.487 -1.828  0.045
C -3.659 0.240 -2.807  -0.185
H -4.030 -0.591 -2.180  0.067
H -4.260 0.366 -3.731  0.080
H -3.613 1.189 -2.259  0.058
C -1.182 -1.890 -3.347  -0.225
H -0.316 -1.958 -2.687  0.017
H -0.880 -2.429 -4.250  0.071
H -1.999 -2.492 -2.943  0.059
C -1.878 2.048 -0.076  0.086
C -1.858 2.753 1.173  -0.299
C -0.712 3.492 1.563  -0.054
C -0.670 4.072 2.811  -0.083
C -1.776 3.989 3.675  -0.070
C -2.934 3.320 3.260  -0.080
C -2.995 2.705 2.022  -0.059
H -1.349 2.496 -0.907  0.011
H -2.681 1.367 -0.301  0.046
H 0.130 3.532 0.871  0.087
H 0.247 4.545 3.140  0.106
H -1.726 4.466 4.657  0.108
H -3.769 3.247 3.944  0.105
H -3.886 2.179 1.706  0.111

Summary:
LUMO level (alpha / beta), eV: -3.4 / -3.7
Gap between HOMO and LUMO (alpha / beta), Ha: 0.20906 / 0.20778
Charge: +1
E_HOMO (alpha / beta), eV: -9.1 / -9.3
2S+1: 3



(2)
Entry from OMol25: an isolated molecule of C5H8N2 (ωB97M-V with the def2-TZVPD basis set).

Last column: Löwdin charge in e.
Geometry (Å):
C 0.077 1.760 -0.819  -0.034
N -0.055 0.591 0.031  -0.120
C -0.624 0.513 1.266  -0.086
C -0.695 -0.821 1.660  -0.094
C -0.172 -1.600 0.616  -0.026
C 0.292 -0.707 -0.427  -0.492
N 0.655 -0.825 -1.819  0.033
H -0.419 1.569 -1.778  0.087
H -0.380 2.620 -0.318  0.087
H 1.133 1.974 -1.027  0.091
H -0.889 1.417 1.808  0.118
H -1.062 -1.169 2.622  0.096
H -0.032 -2.678 0.602  0.104
H 1.446 -0.810 -0.418  0.215
H 0.726 -1.834 -1.999  0.022

Summary:
LUMO level (alpha / beta), eV: 0.4 / 0.3
Gap between HOMO and LUMO (alpha / beta), Ha: 0.25557 / 0.28565
Charge: 0
E_HOMO (alpha / beta), eV: -6.6 / -7.5
2S+1: 1



(3)
Entry from OMol25: a structure of composition C29H40FN9O6S3SeSiSr in a non-equilibrium geometry (ωB97M-V with the def2-TZVPD basis set).

Last column: Löwdin charge in e.
Geometry (Å):
Sr 0.055 0.395 -0.499  1.221
N 1.189 4.661 0.682  0.056
C 1.011 3.321 0.936  -0.921
S -0.608 2.759 1.217  0.456
N 2.136 2.634 0.972  -0.025
N 1.960 1.292 0.899  -0.149
C 2.974 0.542 1.094  -0.097
C 2.859 -0.916 0.917  -0.269
C 3.972 -1.727 1.112  -0.024
C 3.847 -3.093 0.939  -0.070
C 2.612 -3.610 0.587  -0.056
C 1.556 -2.731 0.400  -0.138
N 1.670 -1.415 0.554  0.012
H 0.350 5.100 0.338  0.056
H 1.998 4.832 0.096  0.080
H 3.931 0.972 1.390  0.116
H 4.924 -1.279 1.367  0.108
H 4.703 -3.746 1.029  0.103
H 2.477 -4.671 0.420  0.104
H 0.570 -3.077 0.114  0.082
C -0.996 -5.544 -1.080  -0.169
Si -2.042 -4.019 -1.478  0.355
C -3.813 -4.642 -1.773  -0.187
C -1.425 -3.401 -3.144  -0.182
N -1.907 -2.785 -0.325  -0.082
C -2.221 -2.954 0.972  -0.351
C -2.892 -4.064 1.539  -0.058
C -3.195 -4.147 2.890  -0.133
C -2.860 -3.128 3.775  -0.140
C -2.203 -2.005 3.266  -0.041
C -1.916 -1.953 1.930  -0.226
F -1.276 -0.832 1.463  -0.068
H -1.005 -6.249 -1.916  0.021
H -1.350 -6.071 -0.188  0.016
H 0.044 -5.254 -0.904  0.013
H -3.922 -5.012 -2.796  0.016
H -4.528 -3.825 -1.633  0.019
H -4.097 -5.451 -1.092  0.010
H -1.228 -4.258 -3.796  0.025
H -0.490 -2.841 -3.036  -0.036
H -2.153 -2.760 -3.661  0.014
H -3.186 -4.880 0.878  0.073
H -3.709 -5.030 3.254  0.086
H -3.098 -3.196 4.827  0.078
H -1.905 -1.172 3.890  0.113
N -2.397 2.706 -1.702  0.039
C -3.555 2.349 -2.524  -0.355
C -4.541 1.446 -1.778  -0.123
C -4.036 0.017 -1.568  -0.368
N -2.931 -0.061 -0.600  0.019
C -3.612 -0.590 -2.905  -0.121
C -2.604 0.243 -3.699  -0.361
N -1.265 0.144 -3.102  0.034
C -3.081 1.696 -3.825  -0.103
H -2.675 3.091 -0.802  0.061
H -1.106 3.740 -2.227  -0.001
H -1.948 1.826 -1.475  0.002
H -4.068 3.279 -2.787  0.133
H -5.477 1.391 -2.347  0.113
H -4.785 1.900 -0.811  0.113
H -4.894 -0.577 -1.216  0.131
H -2.633 -1.045 -0.519  0.015
H -3.260 0.214 0.322  0.086
H -4.512 -0.711 -3.519  0.122
H -3.211 -1.594 -2.728  0.069
H -2.585 -0.162 -4.722  0.134
H -0.608 0.745 -3.597  0.060
H -0.922 -0.808 -3.231  0.026
H -3.924 1.696 -4.526  0.116
H -2.289 2.306 -4.268  0.116
O 6.299 -3.765 -3.618  -0.325
S 5.139 -4.073 -2.817  0.604
O 5.373 -4.871 -1.634  -0.337
N 4.273 -2.744 -2.473  -0.105
C 3.081 -2.755 -3.040  -0.836
S 1.928 -1.539 -2.979  0.663
C 2.834 -3.989 -3.877  -0.224
C 1.719 -4.318 -4.629  -0.038
C 1.715 -5.531 -5.306  -0.080
C 2.805 -6.396 -5.239  -0.096
C 3.929 -6.060 -4.495  -0.052
C 3.910 -4.852 -3.829  -0.228
H 0.885 -3.636 -4.666  0.076
H 0.848 -5.811 -5.893  0.097
H 2.776 -7.338 -5.774  0.092
H 4.788 -6.717 -4.437  0.112
O 2.310 4.138 -2.632  -0.456
Se 0.983 3.283 -2.920  0.820
O 0.625 2.945 -4.458  -0.472
O 0.848 1.917 -2.027  -0.686
O -0.286 4.312 -2.336  -0.299

Summary:
LUMO level, eV: 4.1
Gap between HOMO and LUMO, Ha: 0.24963
Charge: -2
E_HOMO, eV: -2.7
2S+1: 1



These records have electronic energy values of -77203.1342, -8291.1150, -165707.5176 eV, in the order they appear.
These records have energy above the lowest of the compared OMol25 structures with the same formula, charge and spin values of 1141.2, 374.5, 2.6 kJ/mol, in the order they appear.